[1]
{
  "formula": "C14H21AuN6OS",
  "method": "ωB97M-V/def2-TZVPD",
  "e_tot_ev": -40374.9727,
  "e_homo_ev": -7.0,
  "de_lowest_kj_mol": 17.7,
  "lumo_energy_ev": 0.26,
  "multiplicity": 1,
  "largest_force_ev_per_a": 0.7,
  "orbital_gap_ev": 7.22,
  "symbols": ["Au", "S", "C", "C", "C", "C", "C", "N", "H", "H", "H", "H", "N", "C", "C", "N", "C", "C", "N", "H", "H", "H", "H", "H", "C", "N", "C", "C", "O", "N", "C", "C", "H", "H", "H", "H", "H", "H", "H", "H", "H", "H", "H", "H"],
  "xyz": [[-0.08, 0.12, 0.48], [2.09, 0.94, 0.87], [1.60, 2.55, 0.52], [2.53, 3.59, 0.37], [2.07, 4.84, 0.00], [0.70, 5.04, -0.16], [-0.14, 3.97, 0.04], [0.28, 2.75, 0.36], [3.57, 3.38, 0.53], [2.77, 5.65, -0.17], [0.31, 6.00, -0.46], [-1.21, 4.08, -0.06], [-5.09, -2.17, 0.28], [-4.33, -1.07, 0.12], [-2.93, -1.10, 0.25], [-2.22, 0.01, 0.14], [-2.86, 1.15, -0.11], [-4.24, 1.17, -0.24], [-4.98, 0.07, -0.13], [-4.67, -3.08, 0.38], [-6.08, -2.10, 0.10], [-2.39, -2.01, 0.43], [-2.25, 2.04, -0.19], [-4.78, 2.09, -0.42], [-0.87, -4.56, 0.56], [0.46, -4.46, 0.01], [0.88, -5.61, -0.77], [0.83, -3.18, -0.40], [-0.01, -2.29, -0.48], [2.14, -3.01, -0.70], [2.60, -1.77, -1.28], [3.20, -3.82, -0.12], [-0.96, -5.52, 1.08], [-1.64, -4.49, -0.21], [-1.01, -3.76, 1.28], [0.02, -6.02, -1.31], [1.27, -6.39, -0.11], [1.64, -5.33, -1.49], [1.75, -1.20, -1.62], [3.26, -2.00, -2.13], [3.15, -1.18, -0.55], [2.78, -4.54, 0.58], [3.88, -3.15, 0.42], [3.77, -4.35, -0.89]]
}

***

[2]
{
  "formula": "C38H39BF6O2",
  "method": "ωB97M-V/def2-TZVPD",
  "e_tot_ev": -61118.9725,
  "e_homo_ev": -8.1,
  "lumo_energy_ev": 0.19,
  "multiplicity": 1,
  "largest_force_ev_per_a": 3.8,
  "orbital_gap_ev": 8.27,
  "symbols": ["C", "C", "C", "C", "C", "C", "C", "C", "C", "C", "C", "C", "C", "C", "C", "C", "C", "H", "H", "H", "H", "H", "H", "H", "H", "H", "H", "H", "H", "H", "H", "H", "H", "H", "C", "C", "C", "C", "C", "C", "O", "B", "C", "C", "C", "C", "F", "F", "F", "C", "C", "C", "F", "F", "F", "C", "C", "C", "C", "C", "C", "C", "C", "O", "H", "H", "H", "H", "H", "H", "H", "H", "H", "H", "H", "H", "H", "H", "H", "H", "H", "H", "H", "H", "H", "H"],
  "xyz": [[5.95, -3.33, -3.37], [4.64, -2.64, -3.15], [4.62, -1.24, -3.10], [3.40, -0.57, -3.00], [2.20, -1.29, -2.94], [0.91, -0.54, -2.67], [-0.41, -1.29, -2.77], [-1.60, -0.65, -2.86], [-2.88, -1.31, -3.00], [-4.08, -0.55, -3.11], [-5.31, -1.19, -3.25], [-5.38, -2.59, -3.27], [-6.72, -3.26, -3.36], [-4.21, -3.35, -3.18], [-2.98, -2.72, -3.04], [2.24, -2.68, -2.84], [3.45, -3.35, -3.03], [5.81, -4.42, -3.39], [6.40, -3.02, -4.32], [6.65, -3.07, -2.57], [5.55, -0.69, -3.13], [3.41, 0.51, -2.92], [0.84, 0.39, -3.27], [-0.42, -2.36, -2.53], [-1.62, 0.45, -2.79], [-4.02, 0.54, -3.13], [-6.22, -0.61, -3.34], [-6.62, -4.35, -3.36], [-7.36, -2.97, -2.51], [-7.25, -2.95, -4.27], [-4.25, -4.44, -3.22], [-2.06, -3.31, -3.00], [1.34, -3.24, -2.59], [3.45, -4.45, -3.08], [-2.21, 2.76, -0.37], [-2.03, 2.75, 1.15], [-2.37, 4.11, 1.73], [-2.74, 1.48, 1.86], [-2.97, 1.64, 3.38], [-3.97, 0.94, 1.17], [-1.70, 0.47, 1.76], [-0.61, 1.29, 2.01], [0.54, 0.82, 2.92], [0.53, -0.47, 3.47], [1.27, -0.73, 4.61], [1.08, -2.06, 5.29], [1.84, -2.20, 6.41], [-0.23, -2.23, 5.68], [1.39, -3.10, 4.44], [2.13, 0.23, 5.15], [2.25, 1.45, 4.48], [3.11, 2.56, 5.01], [3.99, 3.00, 4.04], [2.35, 3.65, 5.37], [3.85, 2.22, 6.10], [1.53, 1.72, 3.33], [0.97, -0.20, -1.23], [2.04, 0.72, -0.68], [3.07, 0.19, 0.12], [4.15, 0.99, 0.49], [4.17, 2.33, 0.11], [3.06, 2.90, -0.52], [1.99, 2.10, -0.91], [-0.63, 2.53, 1.43], [-3.23, 3.03, -0.66], [-1.55, 3.51, -0.82], [-1.97, 1.79, -0.83], [-3.43, 4.33, 1.64], [-2.08, 4.14, 2.79], [-1.79, 4.88, 1.20], [-3.83, 2.27, 3.62], [-3.14, 0.64, 3.80], [-2.08, 2.04, 3.90], [-4.80, 1.66, 1.22], [-3.78, 0.70, 0.12], [-4.29, 0.02, 1.66], [-0.07, -1.25, 3.02], [2.68, 0.04, 6.07], [1.72, 2.63, 2.78], [1.06, -1.12, -0.63], [0.00, 0.27, -0.94], [3.05, -0.88, 0.37], [4.97, 0.56, 1.06], [5.07, 2.94, 0.32], [3.04, 3.98, -0.71], [1.13, 2.53, -1.45]]
}

***

[3]
{
  "formula": "C14H15Br12FO3",
  "method": "ωB97M-V/def2-TZVPD",
  "e_tot_ev": -864128.8945,
  "e_homo_ev": [-1.3, -5.9],
  "lumo_energy_ev": [0.82, 0.82],
  "charge": -1,
  "multiplicity": 2,
  "largest_force_ev_per_a": 3.8,
  "orbital_gap_ev": [2.16, 6.70],
  "symbols": ["C", "C", "C", "O", "C", "O", "O", "H", "H", "H", "H", "H", "H", "F", "C", "C", "C", "C", "C", "C", "H", "H", "H", "H", "H", "C", "Br", "Br", "Br", "H", "C", "Br", "Br", "Br", "H", "C", "Br", "Br", "Br", "H", "C", "Br", "Br", "Br", "H"],
  "xyz": [[-3.98, -3.03, 4.48], [-4.14, -1.55, 4.22], [-2.90, -0.83, 3.76], [-3.38, -0.02, 2.72], [-4.49, -0.53, 2.23], [-5.04, -0.14, 1.23], [-4.91, -1.43, 3.05], [-3.32, -3.28, 5.30], [-3.58, -3.62, 3.65], [-4.97, -3.39, 4.75], [-4.71, -1.18, 5.07], [-2.07, -1.40, 3.35], [-2.60, -0.06, 4.47], [3.68, 0.58, -1.80], [2.58, 0.34, -1.02], [1.52, -0.46, -1.49], [0.41, -0.70, -0.71], [0.41, -0.26, 0.65], [1.47, 0.53, 1.17], [2.55, 0.91, 0.27], [1.59, -0.77, -2.52], [-0.47, -1.28, -0.93], [-0.36, -0.60, 1.32], [1.50, 0.94, 2.17], [3.33, 1.56, 0.64], [-1.08, -4.29, -0.61], [-1.59, -3.95, -2.52], [-1.90, -3.06, 0.69], [0.86, -4.15, -0.35], [-1.40, -5.31, -0.41], [-1.75, 2.39, -3.02], [-1.90, 0.33, -2.99], [-0.77, 3.35, -4.45], [-1.15, 3.29, -1.31], [-2.78, 2.70, -3.15], [3.94, 1.44, -4.92], [3.45, 3.20, -5.68], [5.91, 1.12, -4.75], [3.34, -0.08, -5.98], [3.46, 1.44, -3.94], [5.00, 4.14, -0.58], [3.62, 5.50, -1.35], [4.84, 3.66, 1.32], [6.83, 4.75, -0.93], [4.96, 3.18, -1.10]]
}

***

[4]
{
  "formula": "C20H22N5O2Os",
  "method": "ωB97M-V/def2-TZVPD",
  "e_tot_ev": -35077.9869,
  "e_homo_ev": [-17.0, -17.0],
  "lumo_energy_ev": [-9.79, -12.13],
  "charge": 3,
  "multiplicity": 5,
  "largest_force_ev_per_a": 1.2,
  "orbital_gap_ev": [7.17, 4.84],
  "symbols": ["Os", "C", "C", "C", "C", "C", "C", "N", "N", "C", "C", "C", "C", "C", "C", "H", "H", "H", "H", "H", "H", "H", "H", "H", "O", "C", "C", "C", "C", "C", "C", "N", "H", "H", "H", "H", "H", "H", "H", "C", "N", "C", "N", "O", "H", "H", "H", "H", "H", "H"],
  "xyz": [[-0.18, -0.33, -0.65], [2.71, -3.51, -4.13], [2.91, -2.73, -3.00], [1.84, -2.08, -2.44], [0.57, -2.20, -3.00], [0.36, -2.98, -4.14], [1.44, -3.63, -4.70], [-0.49, -1.52, -2.33], [-1.65, -1.60, -2.78], [-2.57, -0.90, -2.00], [-3.90, -0.94, -2.34], [-4.83, -0.30, -1.51], [-4.41, 0.36, -0.35], [-3.07, 0.41, -0.01], [-2.13, -0.20, -0.84], [3.55, -4.03, -4.58], [3.90, -2.63, -2.58], [2.00, -1.45, -1.55], [-0.63, -3.06, -4.56], [1.30, -4.23, -5.59], [-4.21, -1.47, -3.23], [-5.88, -0.32, -1.76], [-5.15, 0.83, 0.29], [-2.78, 0.90, 0.91], [0.19, -1.71, 1.23], [0.80, -0.98, 2.30], [0.96, 1.38, 1.65], [2.07, 2.41, 1.60], [1.95, 3.52, 0.84], [0.84, 3.66, -0.02], [0.01, 2.54, -0.24], [0.11, 1.41, 0.44], [0.41, -2.65, 1.28], [1.52, -1.61, 2.81], [0.02, -0.64, 2.97], [2.92, 2.24, 2.25], [2.72, 4.29, 0.86], [0.68, 4.56, -0.60], [-0.71, 2.54, -1.05], [1.88, 1.00, 4.61], [0.62, 1.61, 4.13], [0.14, 1.77, 2.92], [-1.03, 2.36, 2.74], [1.53, 0.10, 1.75], [2.43, 1.75, 5.18], [2.49, 0.65, 3.79], [1.64, 0.17, 5.27], [0.04, 1.98, 4.88], [-1.56, 2.76, 3.50], [-1.40, 2.51, 1.81]]
}

***

[5]
{
  "formula": "C8H15N2O2",
  "method": "ωB97M-V/def2-TZVPD",
  "e_tot_ev": -15607.7623,
  "e_homo_ev": [-2.7, -2.0],
  "de_lowest_kj_mol": 0.0,
  "lumo_energy_ev": [3.62, 2.85],
  "charge": -1,
  "multiplicity": 3,
  "largest_force_ev_per_a": 3.6,
  "orbital_gap_ev": [6.35, 4.86],
  "symbols": ["C", "C", "C", "C", "C", "C", "C", "C", "N", "N", "O", "O", "H", "H", "H", "H", "H", "H", "H", "H", "H", "H", "H", "H", "H", "H", "H"],
  "xyz": [[2.44, -0.41, 0.06], [1.42, -1.37, 0.07], [1.22, -2.59, 0.88], [-1.27, 1.03, -1.08], [-3.48, 0.00, -0.16], [-1.32, 0.33, 1.33], [4.13, 1.25, -0.13], [-1.88, 0.04, -0.13], [3.03, 0.61, 0.55], [-1.63, -1.33, -0.58], [-1.75, -2.23, 0.24], [2.64, -1.30, -0.93], [1.21, -2.21, 1.89], [1.98, -3.38, 0.87], [0.22, -3.02, 0.74], [-0.35, 1.47, -0.74], [-1.02, 0.46, -1.98], [-2.03, 1.85, -1.23], [-3.92, 0.97, -0.47], [-3.66, -0.18, 0.81], [-3.90, -0.82, -0.76], [-1.44, 1.38, 1.56], [-1.92, -0.21, 1.98], [-0.34, -0.07, 1.25], [4.43, 1.07, -1.23], [3.91, 2.32, -0.14], [4.95, 1.03, 0.51]]
}